(1)
{"formula": "C4H8O", "method": "ωB97M-V/def2-TZVPD", "lumo_energy_ev": 1.032, "orbital_gap_ev": 10.399, "de_lowest_ev": 1.338, "e_homo_ev": -9.368, "energy_ev": -6323.830, "spin_multiplicity": 1, "elements": ["H", "H", "C", "H", "O", "H", "H", "H", "H", "C", "H", "C", "C"], "coordinates": [[-1.80396, 1.32288, 1.90044], [2.49266, -0.42572, -2.13104], [1.38587, -0.68900, -0.53107], [-2.76625, 0.13106, 1.07340], [2.43127, 0.00950, -1.29239], [-0.44761, 0.43301, -1.28588], [1.27650, -1.66451, -1.00492], [-1.94777, 1.52358, 0.18062], [1.95315, -0.81160, 0.38409], [-1.89503, 0.77185, 0.96637], [-0.07375, -0.50066, 1.50029], [-0.65223, -0.04948, 0.69291], [0.04716, -0.05092, -0.45282]], "forces_ev_per_angstrom": [[0.2, -0.1, 0.1], [0.1, -0.1, -0.7], [1.6, -0.3, -1.4], [-0.3, 0.2, -0.3], [-1.1, 0.3, 0.5], [0.5, 0.0, -0.5], [0.0, -0.3, 0.1], [-0.6, -0.2, -0.1], [-1.0, -0.2, 0.8], [0.8, -0.6, -0.1], [-0.6, 0.0, 0.4], [1.4, 0.6, -0.2], [-1.1, 0.6, 1.3]]}

***

(2)
{"formula": "C4H8O", "method": "ωB97M-V/def2-TZVPD", "lumo_energy_ev": 1.102, "orbital_gap_ev": 10.941, "de_lowest_ev": 2.514, "e_homo_ev": -9.839, "energy_ev": -6322.654, "spin_multiplicity": 1, "elements": ["H", "H", "C", "O", "H", "C", "H", "H", "H", "C", "C", "H", "H"], "coordinates": [[1.28642, 0.67615, -1.38340], [-0.18514, -1.35912, -0.64807], [0.47741, 0.24195, -0.79760], [-0.45080, -0.37956, -1.89548], [0.52098, 0.05575, 2.17396], [-0.08674, -0.18480, 1.28942], [-1.39163, -0.14284, -1.81952], [-1.01515, -0.63708, 1.65268], [-1.25797, 1.30979, 0.04854], [-0.24010, 1.02562, 0.32409], [0.58580, -0.95495, 0.12328], [0.27928, 1.92649, 0.67140], [1.47764, -1.57741, 0.26069]], "forces_ev_per_angstrom": [[-0.1, 0.1, 0.2], [1.0, -1.7, 2.8], [-1.1, -0.1, -1.3], [0.5, 1.9, -0.2], [0.0, -0.2, -0.4], [-0.1, -0.1, -0.1], [0.6, 0.4, 0.2], [0.1, 0.1, -0.1], [0.0, 0.0, 0.1], [-0.2, 0.1, -0.2], [-0.7, -0.7, -0.6], [0.0, -0.2, -0.3], [-0.2, 0.3, -0.1]]}

***

(3)
{"formula": "C4H8O", "method": "ωB97M-V/def2-TZVPD", "lumo_energy_ev": [0.603, -0.125], "orbital_gap_ev": [7.710, 6.012], "de_lowest_ev": 5.386, "e_homo_ev": [-7.107, -6.137], "energy_ev": -6319.782, "spin_multiplicity": 1, "elements": ["C", "H", "H", "H", "H", "H", "H", "H", "C", "H", "C", "O", "C"], "coordinates": [[-0.26848, 0.31962, -0.41088], [-0.83855, -0.97807, 1.20062], [-1.48540, 0.68601, 1.28732], [-0.02680, -1.68330, -1.13634], [1.00942, 0.33293, 2.49309], [0.16550, -0.43697, -2.39061], [-0.25685, 1.36533, -0.72359], [1.90861, 0.99946, 0.01084], [0.66223, 0.67355, 1.51318], [-1.44555, -0.83682, -1.77567], [-0.60458, 0.08625, 1.02046], [1.56544, 0.18548, 0.39824], [-0.38498, -0.71347, -1.48666]], "forces_ev_per_angstrom": [[-0.5, 0.0, -0.4], [0.2, 0.1, 0.1], [0.0, -0.1, 0.1], [-0.1, 0.1, -0.1], [0.1, 0.1, -0.3], [-0.1, 0.0, 0.1], [0.0, -0.3, 0.1], [0.1, -0.3, 0.2], [0.1, -0.4, 0.1], [0.2, 0.2, 0.2], [-0.3, 0.2, -0.4], [0.0, 0.4, 0.0], [0.2, 0.0, 0.1]]}

***

(4)
{"formula": "C4H8O", "method": "ωB97M-V/def2-TZVPD", "lumo_energy_ev": 1.041, "orbital_gap_ev": 11.174, "de_lowest_ev": 1.124, "e_homo_ev": -10.133, "energy_ev": -6324.044, "spin_multiplicity": 1, "elements": ["C", "H", "H", "H", "H", "O", "H", "H", "H", "C", "C", "C", "H"], "coordinates": [[0.01565, 0.11176, -0.09003], [1.26638, -1.57447, 0.50542], [2.14189, -0.04424, 0.28172], [-1.00982, -1.78051, -0.17830], [-1.93098, -0.53128, 0.68214], [0.05453, 1.27357, -0.92369], [0.84840, 1.89533, 0.94811], [1.56491, -0.95103, -1.12890], [-0.98864, 1.85586, 0.83206], [1.32099, -0.66027, -0.09883], [-0.03462, 1.46415, 0.47714], [-1.26183, -0.71905, -0.16771], [-1.80332, -0.49194, -1.08940]], "forces_ev_per_angstrom": [[0.0, -0.3, 0.1], [-0.1, 0.2, -0.1], [-0.1, -0.1, -0.1], [-0.1, 0.0, 0.0], [0.2, 0.0, -0.2], [-0.1, 0.0, -0.3], [-0.1, -0.1, -0.1], [-0.1, 0.0, 0.2], [0.1, -0.1, 0.0], [0.1, 0.0, 0.0], [0.0, 0.1, 0.3], [0.1, 0.1, 0.0], [0.1, 0.0, 0.1]]}